ORCA calculation (ωB97M-V/def2-TZVPD) on a structure of composition C4H10O2.

```
16
Properties=species:S:1:pos:R:3:forces:R:3
C 1.937263 0.636820 -1.322802 0.2 0.1 0.0
O 0.633257 0.076188 -1.260371 -0.1 0.0 0.0
C 0.379604 -0.675338 -0.195515 -0.2 -0.1 0.1
C -0.934514 -1.083098 0.053235 0.2 -0.1 -0.1
C -1.948661 0.274096 0.871717 -0.2 0.0 -0.1
O -1.382716 0.859778 1.854622 0.2 0.0 -0.1
H 2.701587 -0.142745 -1.224028 -0.1 0.1 0.0
H 2.023952 1.117876 -2.297160 0.0 -0.1 0.2
H 2.057511 1.375860 -0.521291 0.0 -0.1 -0.1
H 0.740746 0.520997 1.207723 0.1 0.0 0.0
H 1.237631 -1.126505 0.300008 -0.1 0.1 0.0
H -1.553495 -1.159827 -0.838900 0.1 0.0 0.1
H -1.008860 -1.925321 0.736713 0.0 0.1 -0.1
H -2.151150 0.871171 -0.038361 0.1 -0.1 0.1
H -2.775095 -0.416271 1.109035 0.2 0.1 0.0
H 0.042936 0.796326 1.565371 -0.2 -0.1 0.0
```
Forces are in eV/Å.

The value obtained for the orbital gap is 9.220 eV. As for the spin multiplicity: 1.